# 1
Below is 7 unconnected molecules or ions with the total composition C33H50ClF16IN11O20P2S, with properties calculated with wB97M-V/def2-TZVPD.

XYZ file:
```
135
Properties=species:S:1:pos:R:3
C 1.13047 1.11080 -1.45005
H 0.22086 -5.52506 2.86223
H -7.75244 -1.59166 -2.44012
C -5.15576 2.12220 -4.83690
H -5.22456 4.15645 -4.88610
F 5.94049 4.52284 1.92034
H 0.88243 2.78653 -8.36356
O -1.27991 -2.75603 1.62085
I 2.90346 -0.95705 2.75364
C 2.42189 -0.49923 0.60723
H 3.93325 -10.87575 3.95043
H -5.84492 3.78055 6.68678
H -6.99615 -0.64776 -1.13886
H -1.07847 1.20305 0.47598
F -0.89983 6.18980 0.90731
F 0.76803 8.09098 2.77963
C 7.65066 3.20866 3.33507
H 2.30601 -10.08547 0.39164
H -2.76704 4.55135 4.26399
H -0.46476 3.93399 -2.83416
N -5.23219 -2.39244 -0.74725
H -1.41106 -9.75669 4.93384
C -1.09185 0.38648 -0.34921
F 6.07729 0.04323 1.97024
H -3.38706 2.60287 -2.63343
H -4.13361 1.40554 0.11398
O -2.88613 -0.01919 -2.68491
H -1.73601 1.71222 -10.21176
C -7.44004 -1.61448 -1.39256
O -6.75019 -3.91440 -1.41802
H 1.64490 -6.41487 2.00609
C -0.73480 -9.02044 4.49048
H -6.07898 5.50497 6.27862
O 6.85818 3.19917 4.59652
H 1.14277 -2.96411 -0.96690
H 1.69971 -2.89675 0.79165
P 2.60088 0.49530 -2.61158
H 1.47339 -11.58733 0.88777
H 3.79759 4.68124 0.28967
H -0.03734 3.44800 -7.04332
H 2.98972 3.19951 -2.05503
F 0.72584 7.17167 5.08257
O -4.02621 0.51855 -0.34442
N 0.24677 -0.02350 -0.92890
H -4.65328 4.99164 7.20605
N 3.98944 3.78846 -0.25744
H 0.12620 -0.80586 -2.83361
C -0.14445 3.80884 1.02569
O 0.08853 4.00383 -5.33962
F 6.71245 2.60311 -0.49521
C 0.95225 3.80305 -4.30594
N -0.13360 -0.94992 -1.86376
F -1.37148 6.02757 3.49287
H -4.55997 -3.13559 -0.60670
C 2.79327 3.22466 -0.90374
H -8.31137 -1.77796 -0.75255
N -1.27607 -7.82500 6.53357
N 2.95843 0.82438 0.24981
O -2.16683 2.34063 -7.59183
C -6.46891 -2.74244 -1.19553
C 0.28626 -5.40142 0.47895
C -5.64078 0.90186 -5.56473
O 0.75582 -6.27827 -0.45268
C 0.88893 -0.86136 0.19584
H -1.87397 -8.58603 6.82151
F -1.31379 3.40579 1.90321
O 8.97964 2.94036 3.45508
H -4.77786 0.32206 -5.90342
F -0.75676 3.98769 -0.29503
H 4.45361 -11.64939 2.48165
C 0.03694 5.60780 3.14039
C 2.07053 1.86236 -0.28226
H -6.11388 3.41435 -6.18416
H -6.24965 1.16338 -6.43470
H -0.98771 -1.47962 -1.67724
C 0.96868 -5.43156 1.96564
H 1.69091 -4.54539 2.21079
H -6.24564 0.29707 -4.88360
H 0.32697 -0.71109 1.24380
F 8.18977 4.24254 1.10738
N 0.00692 2.86051 -7.86600
F 0.36106 4.48553 4.03633
H 2.60836 0.11840 -4.88287
H 5.90647 3.49300 4.38551
N 3.76503 -11.10338 2.97893
C -0.57594 -7.81132 5.36628
H 4.63462 4.11310 -1.03990
H 1.95853 4.07648 -0.77890
H -4.95393 -1.44202 -0.55016
H 0.24342 -9.48688 4.34536
C -0.51702 -3.21447 0.63236
O -5.19229 4.17553 4.06713
O 2.25621 0.87668 -4.31475
H -1.18510 -7.02077 7.14090
C -5.34047 4.70846 6.40384
H -0.02289 1.37059 -9.88790
S 1.21934 2.58308 1.21134
C 5.46447 1.33807 1.47135
O 0.13519 -6.85838 5.06912
O 2.28983 3.33136 2.11216
N 0.52297 3.54338 -2.88301
O 0.69118 1.57043 2.28915
C -1.13174 2.21254 -8.23549
C 2.61061 -10.64828 2.41934
F 2.47646 6.47204 3.62343
C 4.39776 0.80638 0.29563
F 1.44770 5.91283 0.93018
P -2.60530 0.80978 -1.38008
N -5.53920 3.31925 -5.35939
F 7.99144 1.38624 1.07643
C 7.06128 3.56367 1.84720
F 2.41443 3.89719 -4.65039
H -2.75969 4.95295 5.95669
O 5.11622 0.11995 -0.64446
O 1.81067 -9.98881 3.07302
H -1.27412 0.31888 -9.19182
Cl 2.84754 -1.59307 -2.69862
H -1.50414 -0.58822 0.21752
O -2.78921 2.50461 -1.83632
N -3.27379 4.68732 5.12922
C 0.85914 -2.48070 0.04669
C -1.02918 1.35013 -9.46021
H 3.22247 -11.59620 0.57652
C 0.19868 5.36217 1.54353
F 4.81187 1.91366 2.66149
C 1.01878 6.87176 3.63123
O -0.44465 1.58913 -3.49945
C 6.72711 2.20680 0.92540
H 3.09479 -1.33388 0.07781
C 2.39435 -11.00476 0.97699
C 0.39491 2.08586 -2.53656
O -4.45653 2.06830 -3.83177
H -1.14104 -8.70992 3.52401
C -4.62154 4.49813 5.10264
O -0.82991 -4.53731 0.03531
```

Its charge is +1. The calculation puts the total energy at -185860.061 eV.

---

# 2
Below is a molecular structure, C33H50CrN3OP2, with properties calculated with wB97M-V/def2-TZVPD.

XYZ file:
```
90
Properties=species:S:1:pos:R:3
H 2.80845 1.65055 -4.02400
C -2.79402 2.79616 0.14119
H 4.86040 -1.00626 -2.41810
H -0.08692 -4.29567 4.54013
O 0.51558 1.94817 2.72230
H -2.34139 -0.85818 2.76806
H -5.82533 0.12499 1.91298
C -4.03582 2.92068 -0.73991
C 0.29706 -2.36911 -3.17826
H 1.96426 -0.98772 2.05504
C 1.77668 3.53555 -0.26403
C 2.01890 -1.77355 -1.39363
N -0.01935 -0.47618 -1.73874
C -1.07119 -1.80445 0.82430
C 4.31593 1.73860 -1.76553
H 1.72535 2.00465 -2.66107
H -4.21955 3.98681 -0.94804
P -2.27231 0.91211 0.41976
H 3.11047 1.26384 1.84246
H 3.47294 -1.13656 -3.53958
H -3.89198 2.41532 -1.70343
C 2.88418 -1.45735 1.68425
H -2.00807 4.61277 -0.72247
H 3.78592 2.51063 -1.19369
C -1.85985 -4.17247 1.05635
C -3.77142 -0.03699 1.33729
H -1.32827 -6.29511 3.68201
H -1.28943 -2.68710 -4.61545
H -5.51645 0.79283 0.31855
H -4.94710 2.53472 -0.27945
H -3.21676 4.47619 1.45266
C -3.22724 -0.21247 2.75756
C -5.10103 0.71770 1.33208
H -0.76651 3.62094 0.04358
H -4.76161 -1.94905 1.38832
H -4.63606 -1.29228 -0.24915
H 4.54762 1.47183 0.80613
H -3.20797 -2.00207 0.52539
C -1.67731 3.57309 -0.55676
C 4.14860 -0.43818 -3.02884
C -1.90405 -5.34570 1.81540
H -2.95873 0.74787 3.22130
C 4.00487 0.76431 1.44312
H 4.65979 0.50312 2.28705
H 2.62206 -2.41839 1.22548
H -1.42174 3.14734 -1.53555
H 2.78525 -2.26096 -2.01283
P 2.51953 -0.13418 -0.72002
C 2.30010 1.21398 -3.15097
C -1.80471 -1.20764 -3.14169
C -0.60265 -4.27127 3.57485
H 5.53520 -0.61684 -0.42506
C -1.21217 -3.03663 1.57621
C -1.37886 -0.54324 -1.96384
C -1.28828 -5.38557 3.07808
C -2.98661 3.40257 1.54533
N -0.15451 -1.02264 0.74743
Cr 0.48815 0.61255 -0.02313
H -2.30895 -4.12588 0.06036
H -2.06514 3.30255 2.13741
H -3.99886 -0.68867 3.38076
C -4.09995 -1.39595 0.70348
N 1.29967 2.49462 -0.50871
C 3.37069 0.61738 -2.21966
H 4.63936 -2.16782 -0.36584
H 2.01172 5.49939 -0.91295
H 1.60242 0.45269 -3.51534
C 3.64566 -0.53840 0.71182
H 0.96471 -3.15103 -3.53516
H -5.07179 1.71144 1.78602
H 1.66238 5.30099 0.83949
C -2.32341 -0.12927 -0.99773
H -3.35754 -0.25090 -1.36848
H 4.73479 2.21941 -2.66408
H 1.82515 -2.46858 -0.55624
H -0.04963 -2.20300 3.19821
C 0.51009 1.36644 1.70494
C 0.73358 -1.51747 -2.16904
H 5.16461 1.36027 -1.18011
H 3.28208 4.88490 0.19497
C -0.96395 -2.12562 -3.74149
H -3.79943 2.93609 2.11417
C 4.89581 -1.25804 0.19538
H -2.82998 -1.05251 -3.46543
H 5.48995 -1.56696 1.06776
H 4.72003 0.08473 -3.81092
H 3.54198 -1.65837 2.54270
C 2.20331 4.88009 -0.02270
H -2.41537 -6.22912 1.43456
C -0.57600 -3.08946 2.83042
```

Its multiplicity is 5. Its charge is +1. The calculation puts the total energy at -88540.235 eV.